Entry 1:
Computed, not measured: one molecule with the formula C5H10OS in a non-equilibrium geometry, with ωB97M-V/def2-TZVPD.

The gap between HOMO and LUMO is 0.277 hartree. As for the SMILES: C=S(=O)=CC(C)C. The energy above the lowest of the compared OMol25 structures with the same formula, charge and spin is 496.61 kJ/mol. Its net charge is 0.

XYZ file:
```
17
Properties=species:S:1:pos:R:3:nbo_charge:R:1
C -3.213 0.745 -0.270 -0.9148
S -1.779 0.026 -0.152 1.6673
O -1.830 -1.278 0.528 -0.8985
C -0.322 0.811 0.168 -0.6058
C 0.763 -0.170 0.351 -0.2623
C 1.131 -0.911 -1.015 -0.6115
C 2.056 0.351 1.098 -0.5976
H -3.970 0.003 -0.324 0.2512
H -3.465 1.617 -0.869 0.2487
H -0.041 1.683 -0.421 0.2303
H 0.465 -1.023 0.999 0.2283
H 1.735 -0.232 -1.594 0.2065
H 0.271 -0.898 -1.618 0.1947
H 1.352 -1.978 -0.714 0.2280
H 2.787 0.654 0.340 0.2073
H 2.448 -0.414 1.636 0.2074
H 1.613 1.015 1.858 0.2207
```


Entry 2:
Computed, not measured: C26H32BiNO5S as an isolated structure in a non-equilibrium geometry, with ωB97M-V/def2-TZVPD.

The gap between HOMO and LUMO is 0.255 hartree. The energy above the lowest of the compared OMol25 structures with the same formula, charge and spin is 0.00 kJ/mol. Its net charge is 0.

XYZ file:
```
66
Properties=species:S:1:pos:R:3:nbo_charge:R:1
O 0.062 2.829 -2.460 -0.5536
C 0.847 3.572 -3.465 -0.0649
C -0.343 4.346 -4.004 -0.4653
H 1.297 2.890 -4.192 0.1750
H 1.632 4.163 -2.975 0.1872
C -1.107 3.561 -2.925 0.2721
H -0.656 4.072 -5.010 0.2083
H -0.318 5.421 -3.853 0.2156
C -2.091 2.579 -3.495 -0.6215
H -1.572 1.886 -4.164 0.2030
H -2.846 3.129 -4.052 0.2138
H -2.572 2.001 -2.702 0.2150
C -1.678 4.469 -1.851 -0.6242
H -0.921 5.190 -1.531 0.2156
H -2.007 3.892 -0.982 0.2195
H -2.536 5.008 -2.257 0.2122
Bi 0.363 -1.578 -0.085 1.6432
C 1.158 0.885 1.709 -0.2691
C 1.953 -0.067 0.954 -0.4612
C 2.166 0.510 -0.376 -0.3696
H 2.519 -0.881 1.416 0.2942
C 1.549 1.777 -0.366 -0.2607
C 0.914 1.987 0.889 -0.2164
H 0.380 2.896 1.172 0.2068
H 0.881 0.783 2.751 0.2356
H 2.843 0.121 -1.114 0.2201
H 1.628 2.525 -1.151 0.2249
C -1.761 -0.507 2.165 -0.2591
C -2.062 0.792 1.707 -0.2343
C -2.242 0.765 0.304 -0.2753
H -2.154 1.668 2.338 0.2204
C -2.066 -0.565 -0.146 -0.4039
C -1.915 -1.409 1.034 -0.4090
H -2.168 -2.470 1.064 0.2501
H -1.526 -0.793 3.185 0.2300
H -2.556 1.599 -0.347 0.2140
H -2.248 -0.933 -1.151 0.2157
O 0.472 -1.801 -2.389 -0.6484
C -0.439 -0.971 -3.299 -0.0780
C -0.054 -1.296 -4.733 -0.4394
H -0.329 0.095 -3.032 0.2322
H -1.482 -1.250 -3.094 0.1878
C 1.052 -2.372 -4.711 -0.4320
H 0.269 -0.378 -5.239 0.2257
H -0.944 -1.688 -5.243 0.2218
C 1.283 -2.756 -3.247 -0.0652
H 1.982 -2.013 -5.174 0.2240
H 0.736 -3.251 -5.289 0.2245
H 2.345 -2.694 -2.972 0.2069
H 0.934 -3.783 -3.058 0.1958
O 3.014 -0.398 5.288 -0.9275
S 2.954 -1.790 4.909 2.2877
O 4.071 -2.640 5.234 -0.9232
N 2.440 -1.977 3.342 -0.8518
C 1.212 -2.455 3.196 0.6415
O 0.622 -2.641 2.063 -0.7977
C 0.582 -2.740 4.512 -0.1664
C -0.726 -3.152 4.817 -0.1735
C -1.092 -3.330 6.159 -0.2145
C -0.173 -3.093 7.194 -0.1966
C 1.119 -2.624 6.895 -0.2110
C 1.458 -2.477 5.551 -0.2243
H -1.430 -3.334 4.000 0.2254
H -2.119 -3.647 6.392 0.2182
H -0.456 -3.260 8.234 0.2189
H 1.858 -2.398 7.661 0.2341
```


Entry 3:
Computed, not measured: a 9-piece molecular cluster, C61H65F8NO5S overall in a non-equilibrium geometry, with ωB97M-V/def2-TZVPD.

The gap between HOMO and LUMO is 0.312 hartree. As for the SMILES: CCCN[C@](O)(CSCC)OC(=O)CCCCOC=O.Fc1ccccc1.Fc1ccccc1.Fc1ccccc1.Fc1ccccc1.Fc1ccccc1.Fc1ccccc1.Fc1ccccc1.Fc1ccccc1. Its net charge is 0.

XYZ file:
```
141
Properties=species:S:1:pos:R:3:lowdin_charge:R:1
C -1.029 1.277 3.235 -0.0947
C 0.290 2.085 3.239 -0.2222
C 0.912 2.026 4.659 -0.2213
N 1.833 3.178 4.780 0.0305
C 2.827 3.044 5.865 -0.5903
O 2.356 2.184 6.835 -0.0028
C 2.973 4.462 6.514 -0.3359
S 2.961 4.427 8.349 0.9040
C 4.387 5.425 8.914 -0.5047
C 5.235 4.573 9.899 -0.1655
O 4.025 2.560 5.227 0.0580
C 5.192 2.732 5.921 -0.5052
O 5.339 2.491 7.047 0.1824
C 6.342 3.232 5.072 -0.0795
C 6.760 4.689 5.430 -0.1538
C 8.175 4.693 6.033 -0.1633
C 9.275 4.718 4.948 -0.1644
O 9.730 6.058 4.682 -0.0341
C 10.764 6.417 5.471 -0.3961
O 10.788 6.302 6.611 0.1464
H -1.019 0.506 2.474 0.0543
H -1.841 1.981 3.101 0.0616
H -1.168 0.815 4.210 0.0513
H 1.046 1.691 2.558 0.1047
H 0.130 3.138 3.024 0.0994
H 1.395 1.051 4.753 0.1210
H 0.102 2.179 5.363 0.1159
H 2.385 3.155 3.926 0.1160
H 2.737 1.313 6.669 0.1241
H 2.079 5.000 6.234 0.0646
H 3.810 5.034 6.119 0.0769
H 4.989 5.792 8.090 0.0528
H 3.969 6.239 9.496 0.0484
H 6.184 4.286 9.453 0.0584
H 5.376 5.083 10.848 0.0601
H 4.685 3.660 10.115 0.0445
H 6.024 3.215 4.029 0.1148
H 7.171 2.532 5.128 0.1234
H 6.829 5.225 4.485 0.1120
H 6.020 5.160 6.067 0.0862
H 8.296 5.614 6.599 0.1084
H 8.313 3.879 6.742 0.1196
H 10.100 4.102 5.298 0.1245
H 8.840 4.319 4.039 0.1216
H 11.624 6.837 4.932 0.1468
F -2.489 3.304 1.277 0.0501
C -1.710 3.594 0.217 -0.2868
C -1.104 2.560 -0.468 -0.0075
C -0.304 2.855 -1.562 -0.0755
C -0.114 4.176 -1.947 -0.0971
C -0.728 5.203 -1.243 -0.0846
C -1.537 4.913 -0.154 -0.0190
H -1.259 1.538 -0.146 0.1174
H 0.172 2.054 -2.113 0.0929
H 0.514 4.403 -2.799 0.0987
H -0.577 6.232 -1.542 0.1030
H -2.031 5.697 0.404 0.1162
F -2.473 -1.307 1.618 0.0542
C -2.127 -2.269 2.494 -0.2846
C -1.792 -3.521 2.017 -0.0073
C -1.432 -4.512 2.919 -0.0889
C -1.420 -4.242 4.282 -0.0985
C -1.764 -2.978 4.743 -0.0771
C -2.114 -1.981 3.845 -0.0219
H -1.815 -3.714 0.952 0.1201
H -1.162 -5.495 2.558 0.0840
H -1.143 -5.018 4.984 0.1017
H -1.759 -2.768 5.805 0.1057
H -2.376 -0.991 4.188 0.1016
F -1.126 0.836 -4.485 0.0291
C -1.932 1.780 -5.020 -0.2763
C -1.366 2.887 -5.620 -0.0238
C -2.195 3.854 -6.170 -0.0831
C -3.573 3.708 -6.103 -0.0862
C -4.126 2.591 -5.492 -0.0698
C -3.300 1.616 -4.950 -0.0071
H -0.289 2.988 -5.655 0.1163
H -1.763 4.723 -6.649 0.1038
H -4.218 4.466 -6.529 0.1029
H -5.198 2.478 -5.436 0.0847
H -3.711 0.734 -4.475 0.1133
F -0.007 -7.385 1.444 0.0520
C 1.194 -7.579 2.025 -0.2818
C 1.947 -8.678 1.661 -0.0183
C 3.184 -8.873 2.257 -0.0837
C 3.647 -7.977 3.211 -0.0974
C 2.874 -6.880 3.568 -0.0789
C 1.640 -6.675 2.968 -0.0136
H 1.565 -9.369 0.921 0.1173
H 3.788 -9.726 1.976 0.1045
H 4.611 -8.134 3.677 0.1007
H 3.232 -6.183 4.314 0.1059
H 1.028 -5.821 3.227 0.0965
F 1.095 -0.479 -2.143 0.0486
C 1.595 -1.255 -3.128 -0.2800
C 1.154 -1.064 -4.423 -0.0038
C 1.674 -1.861 -5.434 -0.0678
C 2.615 -2.838 -5.135 -0.0925
C 3.042 -3.017 -3.826 -0.0883
C 2.533 -2.217 -2.813 -0.0230
H 0.413 -0.300 -4.630 0.0910
H 1.346 -1.720 -6.453 0.0803
H 3.016 -3.461 -5.925 0.0996
H 3.772 -3.782 -3.592 0.1023
H 2.858 -2.336 -1.787 0.1149
F 0.865 -2.348 -8.359 0.0397
C 1.655 -2.083 -9.420 -0.2838
C 2.267 -3.130 -10.080 -0.0175
C 3.076 -2.856 -11.172 -0.0829
C 3.271 -1.543 -11.582 -0.0967
C 2.651 -0.504 -10.902 -0.0822
C 1.832 -0.773 -9.815 -0.0163
H 2.108 -4.145 -9.739 0.1178
H 3.556 -3.667 -11.704 0.1049
H 3.906 -1.332 -12.432 0.1011
H 2.805 0.519 -11.219 0.1052
H 1.333 0.023 -9.277 0.1182
F -6.871 1.582 -6.248 0.0364
C -7.412 0.571 -5.534 -0.2840
C -6.670 -0.574 -5.327 -0.0209
C -7.223 -1.610 -4.588 -0.0750
C -8.508 -1.490 -4.077 -0.0888
C -9.241 -0.332 -4.300 -0.0756
C -8.689 0.711 -5.030 -0.0153
H -5.672 -0.650 -5.741 0.1142
H -6.651 -2.511 -4.412 0.1068
H -8.939 -2.301 -3.505 0.0907
H -10.244 -0.242 -3.905 0.1063
H -9.241 1.625 -5.207 0.1177
F -11.468 -3.435 -3.833 0.0518
C -11.137 -4.389 -2.943 -0.2990
C -10.799 -5.648 -3.397 -0.0184
C -10.453 -6.627 -2.477 -0.0830
C -10.458 -6.340 -1.119 -0.0970
C -10.804 -5.070 -0.680 -0.0825
C -11.141 -4.084 -1.596 -0.0218
H -10.808 -5.855 -4.459 0.1177
H -10.179 -7.616 -2.821 0.1049
H -10.191 -7.106 -0.403 0.1012
H -10.811 -4.845 0.379 0.1054
H -11.406 -3.085 -1.273 0.1173
```


Entry 4:
Computed, not measured: C16H11CuN2O4S3 as an isolated structure, with ωB97M-V/def2-TZVPD.

The gap between HOMO and LUMO (alpha / beta) is 0.232 / 0.207 hartree. The energy above the lowest of the compared OMol25 structures with the same formula, charge and spin is 92.37 kJ/mol. As for the expectation value of S²: 0.764. Its net charge is -1. The spin multiplicity is 2.

XYZ file:
```
37
Properties=species:S:1:pos:R:3:nbo_charge:R:1
Cu -0.144 -1.947 -0.633 1.0116
O -0.649 -0.718 -4.761 -0.6847
C -0.384 -0.916 -3.449 0.7688
O 0.437 -1.712 -3.079 -0.5879
C -1.207 -0.052 -2.533 0.1017
C -1.969 0.953 -3.038 -0.3358
C -2.686 1.768 -2.098 -0.1968
C -2.612 1.514 -0.780 -0.2372
C -1.806 0.403 -0.286 0.0294
N -1.075 -0.359 -1.221 -0.7034
C -1.759 0.079 1.014 0.4180
O -2.482 0.702 2.019 -0.7324
O -1.051 -1.018 1.432 -0.5281
H -0.063 -1.337 -5.224 0.4940
H -2.011 1.131 -4.100 0.2244
H -3.279 2.603 -2.452 0.2013
H -3.128 2.148 -0.071 0.2034
H -3.418 0.665 1.794 0.4803
S 1.051 -6.201 -0.461 -0.1701
C 0.547 -4.628 -0.435 -0.5068
S -0.992 -4.054 -0.988 -0.2100
S 1.528 -3.269 0.061 -0.3015
C -0.177 -0.812 2.551 -0.1115
C 0.915 0.168 2.215 0.0582
C 2.183 -0.285 1.869 -0.2269
C 3.182 0.608 1.518 -0.1537
C 2.908 1.971 1.506 -0.1936
C 1.640 2.438 1.843 -0.1571
C 0.651 1.537 2.201 -0.2321
C 3.947 2.916 1.150 0.2978
N 4.768 3.671 0.870 -0.3421
H -0.760 -0.470 3.407 0.1889
H 0.237 -1.796 2.756 0.2149
H 2.384 -1.350 1.859 0.2418
H 4.168 0.253 1.247 0.2248
H 1.439 3.501 1.827 0.2190
H -0.335 1.895 2.471 0.2334
```